1.
Computed, not measured: a molecular structure, C14H25F6N2O7Sr at a distorted geometry, with the ωB97M-V functional and the def2-TZVPD basis.

Atoms and positions in Å:
Sr -0.57510 -3.15575 2.15666
O -0.33232 -1.70344 0.37802
H 0.19663 -1.26578 -0.31711
C 3.46780 -3.06624 -3.60211
O 3.82115 -2.80917 -4.77832
N 2.39680 -2.50401 -3.00859
C 1.98463 -3.00762 -1.70071
C 1.52248 -1.53616 -3.67042
H 4.05601 -3.74633 -2.96673
H 1.73956 -2.14396 -1.08254
H 2.68316 -3.66921 -1.18842
H 1.05692 -3.54945 -1.88478
H 1.71808 -1.31938 -4.72059
H 0.47783 -1.84620 -3.69616
H 1.57901 -0.66020 -3.02420
C -2.08820 -2.09722 -2.45048
O -2.61423 -3.11989 -2.97011
N -2.57913 -0.81985 -2.58439
C -1.82918 0.34082 -2.13408
C -3.87575 -0.51478 -3.23134
H -1.18935 -2.06821 -1.81532
H -1.42680 0.87799 -2.99294
H -1.04790 0.21782 -1.38403
H -2.50374 0.98131 -1.56590
H -3.79421 0.25677 -3.99695
H -4.36785 -1.36434 -3.70482
H -4.46754 -0.14049 -2.39600
C -0.54877 2.62844 0.51913
C -1.29632 2.85638 1.84719
O -2.59946 2.24718 1.65466
C -3.48694 2.18839 2.72085
O -3.20660 2.61199 3.85004
C -4.88326 1.66663 2.31590
F -5.07028 0.49453 2.90487
F -5.81068 2.43860 2.92767
F -5.12135 1.57866 0.95982
H -1.05289 3.16120 -0.28717
H -0.44680 1.55752 0.34355
H 0.48479 2.97230 0.55951
H -1.32871 3.88142 2.21643
H -0.81328 2.27085 2.62946
C 2.72415 -0.33826 0.89178
C 1.93032 0.33106 2.04744
O 2.71641 0.45167 3.23114
C 3.06132 1.68136 3.67462
O 2.59053 2.69822 3.21083
C 3.96957 1.62280 4.85147
F 4.08938 0.42246 5.32694
F 5.16646 1.95807 4.45192
F 3.55288 2.43545 5.83049
H 2.21221 -0.17549 -0.05666
H 2.78220 -1.42362 0.97380
H 3.75438 0.00981 0.81716
H 0.95943 -0.08266 2.32006
H 1.66255 1.28800 1.59948

Charge: +1
Total energy (eV): -49369.039
Gap between HOMO and LUMO (Eh): 0.1974

2.
Computed, not measured: 9 unconnected molecules or ions with the total composition C38H60B2BrN5O30PS2 at a distorted geometry, with the ωB97M-V functional and the def2-TZVPD basis.

Atoms and positions in Å:
C 3.46728 -4.50838 1.70327
C 2.64809 -3.40085 1.00900
O 2.22574 -2.37939 1.90954
B 0.86128 -2.64348 2.16585
O 0.61282 -3.52618 3.23312
P -0.61986 -1.78204 1.13979
C -0.75450 -0.58878 2.66224
C -1.62354 0.65121 2.48614
S -0.94973 2.05703 3.52871
C 0.57932 2.26320 2.71839
N 1.68222 1.75218 3.11530
N 2.64458 2.10777 2.19046
C 2.05459 2.80022 1.30360
O 0.75041 2.96048 1.56486
C 0.53255 -0.65152 0.13454
C -0.04420 -0.07991 -1.15668
C -0.73935 1.27196 -1.00429
Br 1.55558 0.31867 -2.33276
O -1.70801 -2.90493 1.99165
C -3.05381 -2.87429 1.60956
C -3.43208 -4.36456 1.70135
N -3.34598 -4.92357 3.02972
N -3.72896 -2.07891 2.72902
C -4.93921 -2.16297 2.84521
S -6.49917 -1.89264 2.86806
C -3.03310 -2.18512 0.22421
C -4.29151 -1.33449 -0.10288
B -2.93166 -3.11210 -1.07028
N -1.99853 -2.84749 -2.11977
O -3.79294 -4.17628 -1.28224
O -2.03550 -1.18246 0.33358
H 4.50600 -4.19377 1.79224
H 3.09148 -4.67162 2.70938
H 3.44058 -5.42105 1.11099
H 3.22399 -2.98258 0.18503
H 1.78256 -3.90170 0.55714
H 0.63019 -4.44129 2.94070
H -0.35146 -2.79810 0.09897
H -1.18607 -1.17101 3.47051
H 0.26321 -0.35599 2.97926
H -2.61890 0.44947 2.86380
H -1.63057 1.04513 1.47866
H 2.50942 3.20811 0.42229
H 1.45502 -1.14888 -0.14048
H 0.84672 0.17405 0.78371
H -0.62664 -0.78399 -1.73435
H -1.80796 1.11040 -0.86670
H -0.55692 1.92274 -1.85038
H -0.37254 1.74671 -0.09885
H -4.44585 -4.53223 1.31742
H -2.77264 -4.93792 1.05925
H -4.16195 -4.73201 3.58984
H -2.50774 -4.61779 3.50563
H -4.60300 -0.75544 0.76263
H -5.13873 -1.97442 -0.36886
H -4.06396 -0.67237 -0.93048
H -1.03480 -2.94431 -1.82342
H -2.15475 -3.45254 -2.91640
H -4.53135 -4.14850 -0.66668
C 3.83254 5.51240 2.77096
C 4.24612 5.85036 1.35734
O 4.54863 7.24863 1.45243
C 4.85385 7.52045 2.74092
O 5.31082 8.55373 3.11907
O 4.57538 6.46977 3.54057
H 4.09179 4.49624 3.05555
H 2.76665 5.67018 2.94499
H 5.14386 5.31514 1.04361
H 3.45797 5.67516 0.63002
C 5.30675 -1.46776 3.76026
C 6.25936 -0.45902 4.35327
O 7.35635 -1.28436 4.77055
C 7.33116 -2.41893 4.02244
O 8.19831 -3.23144 4.00569
O 6.18661 -2.49738 3.30611
H 4.72380 -1.07092 2.93263
H 4.62456 -1.88477 4.50251
H 6.62263 0.25947 3.61584
H 5.83493 0.08232 5.19448
C -0.43765 -1.02206 -7.33070
C 0.54267 -0.18113 -6.54441
O 0.46636 -0.75417 -5.23923
C 0.03175 -2.02539 -5.36672
O 0.02413 -2.83622 -4.50012
O -0.39119 -2.26970 -6.63934
H -0.14676 -1.14653 -8.37167
H -1.45781 -0.63319 -7.28898
H 1.56629 -0.27929 -6.91153
H 0.27421 0.87237 -6.51724
C -9.66166 1.24124 0.79027
C -10.16286 1.83871 2.08357
O -10.40300 0.67994 2.88859
C -9.63630 -0.32721 2.40660
O -9.48325 -1.37549 2.94646
O -9.06343 0.01746 1.22950
H -8.93276 1.87176 0.28600
H -10.46505 1.00746 0.09840
H -9.40262 2.45557 2.56938
H -11.06811 2.41738 1.96312
C 8.27517 8.62412 3.44448
C 9.21662 9.72484 3.87399
O 10.34092 8.99475 4.37453
C 10.33541 7.76768 3.79124
O 11.22505 6.98556 3.86623
O 9.18115 7.56141 3.11369
H 7.66713 8.89536 2.58866
H 7.62144 8.29398 4.25052
H 9.54472 10.34620 3.03792
H 8.79602 10.36404 4.64609
C 6.58713 1.05000 -3.73110
C 5.66321 0.10684 -4.47113
O 4.37493 0.54964 -4.05006
C 4.47609 1.84214 -3.65932
O 3.55120 2.54058 -3.41420
O 5.78272 2.22380 -3.58989
H 7.49840 1.27184 -4.28179
H 6.85157 0.68254 -2.73753
H 5.73529 0.21132 -5.55557
H 5.81731 -0.93610 -4.20612
C -13.08862 -1.71757 0.79370
C -14.23806 -1.29085 -0.09209
O -14.30734 0.11936 0.15031
C -13.09062 0.52634 0.58170
O -12.76314 1.66306 0.71294
O -12.29146 -0.53200 0.84252
H -12.51952 -2.54850 0.38583
H -13.40685 -1.96863 1.80650
H -14.03397 -1.45548 -1.15163
H -15.17694 -1.77303 0.16738
C 3.49950 -4.99599 -7.22428
C 2.47317 -4.56228 -8.24674
O 2.38134 -3.15661 -8.00986
C 3.53655 -2.75319 -7.42551
O 3.84031 -1.61779 -7.25257
O 4.29518 -3.81630 -7.06900
H 4.10926 -5.83047 -7.56155
H 3.05135 -5.24734 -6.26178
H 2.80708 -4.72594 -9.27365
H 1.50674 -5.03994 -8.10687

Charge: -1
Total energy (eV): -211613.410
Gap between HOMO and LUMO (Eh): 0.2197

3.
Computed, not measured: a molecular structure, C2H4NP at a distorted geometry, with the ωB97M-V functional and the def2-TZVPD basis.

Atoms and positions in Å:
C 1.63099 0.20408 -0.74275
C -1.27881 -0.33454 0.48938
N 1.51655 1.13284 0.07331
P 0.01857 1.02240 -0.91567
H 2.22474 -0.64440 -1.09043
H -2.00190 0.29888 0.87727
H -0.59339 -0.45527 1.23025
H -1.51675 -1.22399 0.07863

Spin multiplicity: 3
Relative energy (zero: lowest compared OMol25 entry of this formula, charge and spin) (kcal/mol): 93.9
Total energy (eV): -12910.685
Gap between HOMO and LUMO (alpha / beta) (Eh): 0.2457 / 0.2292
⟨S²⟩: 2.012

4.
Computed, not measured: a molecular structure, H10O7V at a distorted geometry, with the ωB97M-V functional and the def2-TZVPD basis.

Atoms and positions in Å:
O -0.91766 -1.56982 0.27595
V 0.10080 -0.51773 0.90045
O -0.02035 -0.58280 2.51969
O 1.99725 -1.74975 0.82160
H 2.31094 -2.35467 0.14937
H 2.66255 -1.78854 1.50870
O 0.34736 0.32075 -1.22165
H 0.82664 1.05009 -1.61484
H -0.36188 0.13940 -1.83835
O -2.01606 0.04405 -2.29956
H -2.57550 -0.67568 -2.00761
H -2.62142 0.67731 -2.68524
O -1.76905 0.77507 1.00334
H -2.51123 0.44593 0.49633
H -1.78076 1.72130 0.85930
O 1.79327 1.13213 0.99032
H 2.58338 1.16823 0.45120
H 1.95173 1.76472 1.69100

Charge: +1
Relative energy (zero: lowest compared OMol25 entry of this formula, charge and spin) (kcal/mol): 0.0
Total energy (eV): -40177.452
Gap between HOMO and LUMO (Eh): 0.3626

5.
Computed, not measured: N2O3 in the gas phase at a distorted geometry, with the ωB97M-V functional and the def2-TZVPD basis.

Atoms and positions in Å:
O -1.60946 -0.54535 0.41322
N -0.88777 -0.10703 -0.43260
N 0.53672 0.12891 -0.06504
O 0.79472 1.30049 -0.31358
O 1.16579 -0.77702 0.39798

SMILES: O=N[N+](=O)[O-]
Relative energy (zero: lowest compared OMol25 entry of this formula, charge and spin) (kcal/mol): 8.2
Total energy (eV): -9116.570
Gap between HOMO and LUMO (Eh): 0.3328